Record 1
{
  "formula": "C43H51BN8O6SY",
  "method": "the ωB97M-V functional and the def2-TZVPD basis",
  "elements": ["Y", "O", "C", "O", "C", "C", "C", "C", "C", "C", "N", "C", "C", "C", "C", "C", "C", "N", "H", "H", "H", "H", "H", "H", "H", "H", "H", "H", "C", "C", "N", "O", "C", "C", "N", "O", "H", "H", "H", "H", "H", "H", "H", "C", "C", "C", "C", "C", "C", "C", "N", "C", "C", "C", "C", "C", "C", "C", "N", "C", "C", "C", "C", "H", "H", "H", "H", "H", "H", "H", "H", "H", "H", "H", "H", "H", "H", "H", "H", "H", "H", "H", "H", "H", "H", "H", "H", "O", "B", "O", "C", "C", "C", "C", "C", "C", "H", "H", "H", "H", "C", "N", "C", "N", "S", "H", "H", "H", "H", "H", "H"],
  "positions_angstrom": [[0.223, -0.144, 0.364], [0.438, -6.546, -4.964], [-0.528, -6.037, -4.181], [-1.430, -6.730, -3.806], [-0.383, -4.608, -3.746], [0.371, -3.660, -4.429], [0.454, -2.358, -3.963], [-0.211, -1.989, -2.801], [-0.961, -2.937, -2.118], [-1.058, -4.226, -2.593], [-0.076, -0.693, -2.240], [-0.082, 0.315, -3.007], [0.172, 1.685, -2.510], [0.060, 2.756, -3.375], [0.327, 4.037, -2.905], [0.725, 4.190, -1.591], [0.827, 3.063, -0.789], [0.538, 1.836, -1.222], [1.183, -5.944, -5.055], [0.899, -3.915, -5.341], [1.098, -1.651, -4.472], [-1.460, -2.661, -1.202], [-1.644, -4.971, -2.070], [-0.267, 0.218, -4.080], [-0.230, 2.585, -4.404], [0.239, 4.893, -3.562], [0.964, 5.161, -1.181], [1.163, 3.141, 0.237], [4.716, 0.455, 1.787], [3.223, 0.402, 1.714], [2.567, 0.776, 0.673], [3.398, 1.208, -0.368], [2.418, -0.130, 2.825], [2.938, -0.452, 4.185], [1.188, -0.358, 2.508], [0.366, -0.867, 3.384], [5.143, 0.332, 0.797], [5.100, -0.316, 2.449], [5.036, 1.427, 2.171], [2.807, 1.245, -1.126], [4.014, -0.325, 4.259], [2.675, -1.479, 4.441], [2.454, 0.192, 4.923], [-7.085, 1.340, 1.019], [-6.493, 1.573, -0.378], [-6.735, 3.028, -0.777], [-7.192, 0.653, -1.394], [-5.011, 1.226, -0.365], [-4.013, 2.101, -0.774], [-2.688, 1.708, -0.714], [-2.284, 0.506, -0.308], [-3.240, -0.352, 0.082], [-4.585, -0.025, 0.072], [-2.778, -1.683, 0.568], [-3.578, -2.807, 0.493], [-3.098, -4.046, 0.928], [-1.823, -4.054, 1.484], [-1.083, -2.887, 1.536], [-1.529, -1.720, 1.053], [-3.960, -5.299, 0.825], [-4.754, -5.307, -0.488], [-4.936, -5.287, 2.015], [-3.107, -6.572, 0.884], [-8.137, 1.627, 1.024], [-6.564, 1.942, 1.767], [-7.028, 0.293, 1.319], [-7.804, 3.240, -0.741], [-6.395, 3.229, -1.794], [-6.234, 3.717, -0.094], [-8.261, 0.868, -1.418], [-7.064, -0.399, -1.130], [-6.789, 0.806, -2.397], [-4.242, 3.099, -1.119], [-1.919, 2.415, -0.997], [-5.302, -0.752, 0.428], [-4.561, -2.723, 0.054], [-1.376, -4.962, 1.860], [-0.092, -2.884, 1.969], [-5.505, -4.516, -0.525], [-5.283, -6.256, -0.580], [-4.095, -5.206, -1.352], [-5.562, -4.392, 1.999], [-4.394, -5.313, 2.962], [-5.588, -6.161, 1.968], [-2.361, -6.587, 0.085], [-3.751, -7.443, 0.759], [-2.595, -6.684, 1.841], [1.994, -3.292, 0.753], [1.697, -2.265, -0.179], [2.303, -2.643, -1.406], [2.887, -3.870, -1.221], [3.562, -4.655, -2.128], [4.043, -5.881, -1.666], [3.851, -6.282, -0.347], [3.169, -5.471, 0.563], [2.697, -4.268, 0.091], [3.718, -4.329, -3.148], [4.581, -6.532, -2.343], [4.239, -7.237, -0.019], [3.021, -5.769, 1.592], [-3.123, -0.266, 4.020], [-2.019, 0.388, 3.342], [-2.093, 1.580, 2.791], [-3.255, 2.262, 2.878], [-0.777, 2.277, 1.947], [-2.736, -1.156, 4.508], [-3.909, -0.564, 3.318], [-3.562, 0.373, 4.790], [-1.096, -0.107, 3.332], [-3.981, 1.983, 3.514], [-3.252, 3.207, 2.539]],
  "forces_ev_per_angstrom": [[0.0, 0.5, -0.1], [0.0, -0.1, -0.2], [0.2, -0.1, 0.4], [-0.1, 0.1, -0.1], [0.0, 0.1, -0.1], [0.0, 0.0, 0.0], [0.1, 0.1, -0.1], [0.0, -0.2, -0.1], [-0.1, 0.1, 0.2], [-0.1, -0.2, 0.0], [0.0, 0.2, 0.3], [0.0, 0.1, -0.1], [0.0, -0.1, 0.1], [0.0, 0.1, -0.1], [0.0, -0.1, 0.0], [0.0, 0.1, 0.0], [0.0, -0.1, 0.1], [0.0, -0.1, -0.3], [0.0, 0.1, 0.0], [0.0, 0.0, 0.0], [0.0, 0.0, 0.0], [0.0, 0.0, -0.1], [0.0, 0.0, 0.0], [0.0, 0.0, 0.0], [0.0, 0.0, 0.0], [0.0, 0.0, 0.0], [0.0, 0.0, 0.0], [0.0, 0.0, 0.0], [-0.1, 0.0, 0.0], [0.1, 0.0, 0.1], [0.0, -0.1, -0.2], [0.1, 0.1, 0.1], [0.0, -0.1, -0.1], [0.0, 0.1, 0.0], [-0.1, -0.2, -0.1], [-0.1, 0.0, 0.2], [0.0, 0.0, 0.0], [0.0, 0.0, 0.0], [0.0, 0.0, 0.0], [0.0, 0.0, -0.1], [0.0, 0.0, 0.0], [0.0, 0.0, 0.0], [0.0, 0.0, 0.0], [0.0, 0.0, 0.0], [-0.1, 0.0, -0.1], [0.0, 0.0, 0.0], [0.0, 0.0, 0.0], [0.0, 0.0, 0.0], [0.0, 0.0, 0.0], [0.0, 0.0, -0.1], [0.0, -0.1, 0.1], [0.1, -0.1, 0.0], [-0.1, -0.1, 0.0], [0.0, 0.2, 0.0], [0.0, -0.1, 0.0], [0.0, 0.0, 0.0], [-0.1, -0.1, 0.0], [0.0, 0.1, 0.0], [0.0, -0.3, 0.1], [0.0, 0.0, 0.1], [0.0, 0.0, 0.0], [0.0, 0.0, -0.1], [0.0, 0.1, 0.0], [0.0, 0.0, 0.0], [0.0, 0.0, 0.0], [0.0, 0.0, 0.0], [0.0, 0.0, 0.0], [0.0, 0.0, 0.0], [0.0, 0.0, 0.0], [0.0, 0.0, 0.0], [0.0, 0.0, 0.0], [0.0, 0.0, 0.0], [0.0, 0.0, 0.0], [0.0, 0.0, 0.0], [0.0, 0.0, 0.0], [0.0, 0.0, 0.0], [0.0, 0.0, 0.0], [0.0, 0.0, 0.0], [0.0, 0.0, 0.0], [0.0, 0.0, 0.0], [0.0, 0.0, 0.0], [0.0, 0.0, 0.0], [0.0, 0.0, 0.0], [0.0, 0.0, 0.0], [0.0, 0.0, 0.0], [0.0, 0.0, 0.0], [0.0, 0.0, 0.0], [0.0, -0.1, 0.1], [0.1, 0.0, 0.1], [0.0, 0.0, 0.0], [-0.1, 0.1, 0.1], [0.0, 0.0, -0.1], [0.0, 0.0, 0.0], [0.0, 0.1, 0.0], [0.0, -0.1, 0.0], [0.0, 0.1, 0.0], [0.0, 0.0, 0.0], [0.0, 0.0, 0.0], [0.0, 0.0, 0.0], [0.0, 0.0, 0.0], [0.1, 0.1, -0.1], [-0.1, -0.2, 0.1], [-0.1, 0.0, 0.0], [0.1, 0.0, -0.1], [0.1, 0.0, 0.0], [0.0, 0.0, 0.0], [0.0, 0.0, 0.0], [0.0, 0.0, 0.1], [0.1, 0.0, 0.0], [0.0, 0.0, 0.0], [0.0, 0.0, 0.0]],
  "e_tot_ev": -82179.6489,
  "e_above_lowest_kcal_mol": 53.7,
  "gap_ev": 6.22,
  "max_force_ha_per_bohr": 0.0107,
  "charge": 1
}


Record 2
{
  "formula": "C43H52As2N2O4P2Se2V",
  "method": "the ωB97M-V functional and the def2-TZVPD basis",
  "elements": ["V", "O", "P", "C", "P", "O", "C", "C", "C", "C", "C", "C", "C", "C", "C", "C", "C", "C", "C", "C", "C", "C", "C", "C", "C", "C", "C", "C", "C", "C", "H", "H", "H", "H", "H", "H", "H", "H", "H", "H", "H", "H", "H", "H", "H", "H", "H", "H", "H", "H", "H", "H", "C", "As", "C", "C", "C", "C", "C", "C", "C", "As", "C", "C", "H", "H", "H", "H", "H", "H", "H", "H", "H", "H", "H", "H", "H", "H", "H", "H", "O", "C", "C", "C", "O", "C", "Se", "C", "Se", "H", "H", "H", "H", "H", "H", "H", "H", "H", "H", "N", "C", "C", "C", "N", "H", "H", "H", "H"],
  "positions_angstrom": [[-1.120, -0.078, -0.030], [1.267, -0.177, 1.247], [1.500, 0.500, 2.548], [0.083, 0.289, 3.717], [-1.338, 1.188, 2.963], [-1.186, 1.213, 1.488], [-2.842, 0.338, 3.507], [-3.990, 0.625, 2.773], [-5.154, -0.080, 3.021], [-5.187, -1.029, 4.030], [-4.062, -1.260, 4.808], [-2.882, -0.589, 4.541], [-1.356, 2.880, 3.585], [-1.124, 3.928, 2.705], [-1.196, 5.231, 3.162], [-1.512, 5.482, 4.487], [-1.741, 4.433, 5.364], [-1.666, 3.129, 4.915], [1.786, 2.274, 2.372], [2.125, 3.046, 3.478], [2.366, 4.398, 3.318], [2.275, 4.972, 2.059], [1.946, 4.200, 0.957], [1.705, 2.845, 1.110], [2.915, -0.176, 3.472], [4.187, 0.178, 3.038], [5.305, -0.297, 3.698], [5.156, -1.117, 4.804], [3.891, -1.474, 5.240], [2.771, -1.009, 4.572], [0.322, 0.684, 4.704], [-0.154, -0.778, 3.794], [-3.964, 1.411, 2.028], [-6.033, 0.110, 2.424], [-6.092, -1.584, 4.217], [-4.099, -1.971, 5.618], [-2.006, -0.783, 5.144], [-0.892, 3.716, 1.671], [-1.017, 6.051, 2.484], [-1.594, 6.499, 4.837], [-1.990, 4.636, 6.395], [-1.864, 2.301, 5.584], [2.217, 2.585, 4.451], [2.636, 5.001, 4.171], [2.476, 6.026, 1.936], [1.878, 4.642, -0.024], [1.453, 2.230, 0.252], [4.285, 0.835, 2.187], [6.288, -0.020, 3.357], [6.027, -1.474, 5.332], [3.774, -2.110, 6.105], [1.792, -1.296, 4.923], [2.997, 0.250, -3.445], [2.266, -0.070, -1.636], [3.964, 0.289, -0.673], [2.336, -2.034, -1.700], [3.526, -2.750, -1.696], [3.527, -4.135, -1.730], [2.326, -4.824, -1.759], [1.131, -4.126, -1.761], [1.123, -2.733, -1.740], [-0.554, -1.720, -1.739], [-1.869, -3.151, -1.967], [-0.592, -1.103, -3.595], [3.890, -0.349, -3.622], [3.249, 1.307, -3.538], [2.252, 0.006, -4.199], [4.834, 0.173, -1.316], [4.048, -0.377, 0.185], [3.943, 1.320, -0.312], [4.473, -2.224, -1.671], [4.462, -4.678, -1.735], [2.321, -5.904, -1.782], [0.195, -4.676, -1.779], [-1.968, -3.761, -1.066], [-1.610, -3.782, -2.822], [-2.832, -2.672, -2.160], [-0.110, -1.829, -4.258], [-0.113, -0.124, -3.686], [-1.646, -1.004, -3.874], [-5.913, 3.621, -1.402], [-4.758, 3.418, -2.192], [-3.754, 2.510, -1.442], [-3.320, 3.215, -0.144], [-4.323, 3.316, 0.828], [-2.551, 2.300, -2.368], [-0.824, 1.796, -1.512], [-4.466, 1.192, -1.143], [-3.394, -0.322, -0.410], [-6.543, 4.156, -1.897], [-4.272, 4.381, -2.402], [-5.024, 2.952, -3.149], [-2.921, 4.210, -0.402], [-2.517, 2.637, 0.321], [-5.124, 3.652, 0.395], [-2.306, 3.223, -2.896], [-2.775, 1.518, -3.100], [-4.914, 0.801, -2.058], [-5.258, 1.354, -0.409], [-0.033, -2.502, 1.555], [-0.212, -3.427, 2.514], [-1.549, -3.405, 2.839], [-2.106, -2.407, 2.031], [-1.168, -1.860, 1.274], [0.840, -2.193, 1.138], [0.592, -4.025, 2.890], [-2.058, -4.016, 3.553], [-3.131, -2.093, 1.954]],
  "forces_ev_per_angstrom": [[0.2, 0.6, 1.2], [-0.4, -0.4, -1.0], [0.4, 0.3, 1.4], [-0.2, 0.4, -0.7], [-0.3, -0.1, 2.3], [0.2, 0.1, -0.9], [0.4, 0.4, -0.2], [0.1, 0.2, 0.0], [0.0, 0.0, 0.0], [0.1, 0.0, 0.0], [0.1, -0.1, 0.1], [0.1, 0.1, 0.1], [-0.1, -0.4, -0.2], [0.0, -0.1, -0.1], [0.0, 0.0, 0.0], [0.0, 0.0, -0.1], [0.0, 0.0, 0.2], [0.0, -0.1, 0.0], [0.1, -0.5, 0.0], [0.0, 0.1, -0.1], [0.0, -0.1, 0.2], [0.0, 0.1, -0.1], [0.0, 0.0, 0.0], [0.0, -0.2, -0.2], [-0.4, 0.4, -0.3], [0.0, 0.0, 0.0], [0.0, 0.1, -0.1], [0.0, -0.1, 0.1], [0.0, -0.1, 0.1], [-0.1, -0.1, 0.1], [0.0, 0.1, 0.0], [0.0, 0.1, -0.1], [-0.1, 0.0, -0.1], [-0.1, 0.1, 0.0], [-0.1, -0.1, 0.1], [0.0, -0.1, 0.1], [0.1, -0.1, 0.0], [0.0, 0.0, -0.1], [0.0, 0.1, -0.1], [0.0, 0.1, 0.1], [0.0, 0.0, 0.1], [-0.1, 0.0, 0.1], [0.0, 0.0, 0.2], [0.0, 0.1, 0.1], [0.0, 0.1, 0.0], [0.0, 0.1, -0.1], [0.0, 0.0, 0.1], [0.1, 0.1, -0.1], [0.2, 0.0, 0.0], [0.1, 0.0, 0.0], [0.0, -0.1, 0.1], [-0.1, 0.0, 0.0], [-0.1, 0.1, 0.1], [0.7, 0.0, -0.2], [-0.3, 0.0, 0.1], [-0.2, 0.1, 0.1], [0.1, 0.1, 0.0], [0.1, 0.0, 0.0], [0.0, -0.1, 0.0], [-0.3, 0.0, 0.0], [0.1, 0.1, 0.3], [0.2, -1.3, -1.9], [-0.1, -0.1, 0.1], [0.0, 0.1, -0.1], [0.0, 0.0, 0.1], [0.0, 0.0, 0.0], [0.0, 0.0, 0.0], [0.0, -0.1, -0.1], [0.0, 0.0, -0.1], [0.0, -0.1, 0.0], [0.0, 0.0, 0.0], [0.1, 0.0, 0.0], [0.0, -0.1, 0.0], [0.1, 0.0, 0.0], [0.1, 0.1, -0.1], [0.0, 0.1, 0.2], [0.2, 0.0, 0.1], [-0.1, 0.0, 0.2], [-0.1, -0.2, 0.1], [0.2, 0.0, 0.1], [-0.4, 0.1, 0.2], [0.6, -0.2, -0.3], [-0.2, 0.1, 0.2], [0.5, -0.1, -0.2], [-0.7, 0.1, 0.3], [0.3, -0.2, 0.2], [0.0, 0.9, -1.0], [0.2, 0.0, 0.2], [-0.9, -0.1, -0.5], [0.0, 0.0, 0.1], [0.0, -0.1, 0.0], [0.0, 0.0, 0.0], [0.0, -0.1, 0.0], [-0.1, 0.2, -0.2], [0.1, 0.0, 0.1], [-0.1, -0.1, 0.0], [0.0, 0.2, 0.0], [0.0, -0.1, 0.1], [0.1, -0.1, -0.1], [0.5, -0.5, 0.4], [-0.3, 0.1, -0.2], [0.0, 0.1, 0.0], [0.0, -0.4, 0.1], [-0.1, 0.5, -0.3], [-0.2, 0.1, 0.1], [0.2, -0.1, 0.0], [-0.1, -0.2, 0.2], [-0.1, 0.2, 0.0]],
  "e_tot_ev": -353239.2432,
  "e_above_lowest_kcal_mol": 0.2,
  "gap_ev": [6.65, 7.73],
  "max_force_ha_per_bohr": 0.0458,
  "s_squared": 2.04,
  "multiplicity": 3,
  "charge": 1
}